Record 1
Entry from the OMol25 dataset: a 2-piece molecular cluster, C8H16N6 overall in a non-equilibrium geometry (wB97M-V/def2-TZVPD).

```
30
Properties=species:S:1:pos:R:3:lowdin_charge:R:1
C 2.8418 1.2289 -0.1781 -0.131
C -1.5590 0.0631 -0.8313 -0.089
C -0.6880 0.4548 1.4157 -0.130
C -0.9079 1.4490 -1.2758 -0.182
C -0.2358 1.8435 0.9752 -0.293
C 0.2129 -2.2186 -1.1842 -0.065
C 0.4279 -2.3628 1.1856 -0.001
C -0.1142 -1.7064 0.1625 -0.432
N 4.1737 1.2901 -0.0375 -0.058
N 2.6953 -0.0638 0.0357 -0.018
N 4.7571 0.1074 0.2520 -0.028
N 3.8626 -0.7323 0.3162 0.003
N -0.5976 -0.3915 0.2099 -0.142
N -0.8518 2.3289 -0.1384 -0.081
H -2.3814 0.3890 -0.1605 0.114
H -1.7545 -0.6863 -1.6335 0.124
H 0.0845 0.0290 2.0886 0.111
H -1.7210 0.5218 1.8531 0.130
H 0.0979 1.4802 -1.8054 0.130
H -1.6414 1.8938 -1.9006 0.088
H -0.3487 2.5621 1.7719 0.123
H 0.7964 1.8241 0.8904 0.034
H 0.6420 -1.5153 -1.9498 0.113
H 0.9867 -2.9011 -0.9479 0.063
H -0.4569 -2.6642 -1.7878 0.035
H 1.0066 -3.3807 1.1968 0.101
H 0.3506 -2.0050 2.2591 0.063
H 4.7576 2.2097 -0.0777 0.179
H 1.7186 -0.5073 0.0397 0.114
H -1.7306 2.7798 0.1231 0.125
```

charge	0
LUMO	0.0340	Ha
HOMO-LUMO gap	0.3182	Ha
E_tot	-642.78678	Eh

Record 2
Entry from the OMol25 dataset: an isolated ion of composition C8H16NOS2 and charge +1 in a non-equilibrium geometry (wB97M-V/def2-TZVPD).

```
28
Properties=species:S:1:pos:R:3:lowdin_charge:R:1
C 2.5087 0.0641 -0.5982 -0.142
C 1.4785 -0.6350 -1.0568 -0.099
C 2.3330 1.3691 0.0871 -0.400
C 0.0600 -0.1249 -0.8848 -0.428
C -0.1354 0.0552 0.6057 -0.785
C 0.0030 1.0689 -2.9140 -0.061
C -0.9421 -2.7239 0.7117 -0.316
C -1.7363 0.7432 1.1874 -0.128
N -1.7055 0.5545 2.6287 0.056
O -0.1708 1.1161 -1.5092 -0.169
S 1.0086 1.2665 1.3462 0.999
S 0.0672 -1.4787 1.5724 0.897
H 3.5184 -0.3040 -0.6998 0.116
H 1.6147 -1.5841 -1.5489 0.118
H 3.2213 1.6763 0.6374 0.085
H 2.0320 2.1571 -0.6058 0.102
H -0.6558 -0.8688 -1.2729 0.145
H -0.6696 0.3349 -3.3677 0.100
H 1.0348 0.8216 -3.1815 0.096
H -0.2423 2.0629 -3.2795 0.100
H -1.9035 -2.3142 0.4151 0.046
H -1.0849 -3.5306 1.4277 0.050
H -0.3942 -3.0961 -0.1478 0.044
H -2.5235 0.1660 0.7141 0.116
H -1.7338 1.7728 0.8570 0.106
H -1.1889 1.3157 3.0869 0.131
H -1.1500 -0.3585 2.7534 0.051
H -2.6437 0.4738 3.0362 0.169
```

charge	+1
spin multiplicity	3
LUMO (spin up / spin down)	-0.1039 / -0.2311	Ha
HOMO-LUMO gap (spin up / spin down)	0.1699 / 0.2385	Ha
E_tot	-1240.31691	Eh

Record 3
Entry from the OMol25 dataset: a 2-piece molecular cluster, C8H16NP overall in a non-equilibrium geometry (wB97M-V/def2-TZVPD).

```
26
Properties=species:S:1:pos:R:3:lowdin_charge:R:1
C -3.8229 -2.6677 1.1137 0.083
C -3.6592 -1.5341 0.8244 -0.147
C 2.3917 -1.8096 -1.0950 -0.161
C 1.7932 2.7257 0.2774 -0.268
C -2.7857 0.9779 -1.3064 -0.077
C -3.3547 -0.0788 0.6013 -0.282
C 1.7357 -1.5688 0.2527 -0.487
C 2.2089 1.4084 -0.1063 -0.569
N -3.6911 0.3556 -0.7274 -0.040
P 0.9979 0.1299 0.4979 0.901
H -3.8162 -3.7122 1.2670 0.016
H 2.8578 -2.7793 -0.8235 0.077
H 1.8365 -1.9580 -2.0597 0.082
H 3.0460 -0.9190 -1.2693 0.059
H 2.0178 2.9226 1.3238 0.073
H 2.2534 3.4954 -0.3383 0.077
H 0.7240 2.8891 0.2200 0.055
H -2.9763 1.3882 -2.2483 0.043
H -1.7197 1.1834 -0.8598 0.076
H 1.3132 0.3250 1.8960 -0.040
H -2.2077 -0.0007 0.9970 0.129
H -4.1157 0.4212 1.2591 0.124
H 2.4464 -1.6425 0.9762 0.027
H 0.9969 -2.2524 0.4647 0.033
H 3.3418 1.3314 0.1455 0.113
H 2.1879 1.3692 -1.2825 0.104
```

charge	0
LUMO	0.0319	Ha
HOMO-LUMO gap	0.3531	Ha
SMILES string	C#CCN=C.CCPCC
E_tot	-710.34944	Eh

> The lowest E_tot belongs to which entry?

C8H16NOS2

> Which value of E_tot does entry 3 give?

-710.34944 Eh

> Look up the E_tot of the second one.

-1240.31691 Eh

What did the second record say?
Entry from the OMol25 dataset: an isolated ion of composition C8H16NOS2 and charge +1 in a non-equilibrium geometry (wB97M-V/def2-TZVPD).

```
28
Properties=species:S:1:pos:R:3:lowdin_charge:R:1
C 2.5087 0.0641 -0.5982 -0.142
C 1.4785 -0.6350 -1.0568 -0.099
C 2.3330 1.3691 0.0871 -0.400
C 0.0600 -0.1249 -0.8848 -0.428
C -0.1354 0.0552 0.6057 -0.785
C 0.0030 1.0689 -2.9140 -0.061
C -0.9421 -2.7239 0.7117 -0.316
C -1.7363 0.7432 1.1874 -0.128
N -1.7055 0.5545 2.6287 0.056
O -0.1708 1.1161 -1.5092 -0.169
S 1.0086 1.2665 1.3462 0.999
S 0.0672 -1.4787 1.5724 0.897
H 3.5184 -0.3040 -0.6998 0.116
H 1.6147 -1.5841 -1.5489 0.118
H 3.2213 1.6763 0.6374 0.085
H 2.0320 2.1571 -0.6058 0.102
H -0.6558 -0.8688 -1.2729 0.145
H -0.6696 0.3349 -3.3677 0.100
H 1.0348 0.8216 -3.1815 0.096
H -0.2423 2.0629 -3.2795 0.100
H -1.9035 -2.3142 0.4151 0.046
H -1.0849 -3.5306 1.4277 0.050
H -0.3942 -3.0961 -0.1478 0.044
H -2.5235 0.1660 0.7141 0.116
H -1.7338 1.7728 0.8570 0.106
H -1.1889 1.3157 3.0869 0.131
H -1.1500 -0.3585 2.7534 0.051
H -2.6437 0.4738 3.0362 0.169
```

charge	+1
spin multiplicity	3
LUMO (spin up / spin down)	-0.1039 / -0.2311	Ha
HOMO-LUMO gap (spin up / spin down)	0.1699 / 0.2385	Ha
E_tot	-1240.31691	Eh